An isolated molecule of C4H10N2 at a distorted geometry, computed with ωB97M-V with the def2-TZVPD basis set.

Geometry as XYZ:
```
16
Properties=species:S:1:pos:R:3:mulliken_charge:R:1
C -2.31 -0.03 0.86 -1.116
C -1.12 -0.86 1.32 -0.472
C 0.07 -0.78 0.33 -0.496
N 0.02 0.25 -0.63 -0.274
C 0.94 0.92 -1.12 -0.024
N 2.34 0.62 -1.07 -0.513
H -2.61 -0.39 -0.13 0.305
H -3.11 0.03 1.59 0.388
H -2.05 1.03 0.79 0.262
H -0.85 -0.56 2.34 0.292
H -1.38 -1.90 1.48 0.312
H -0.03 -1.75 -0.19 0.254
H 1.07 -0.88 0.78 0.265
H 0.78 1.75 -1.80 0.372
H 2.83 1.38 -0.65 0.205
H 2.60 -0.30 -0.72 0.239
```

As for the HOMO energy: -0.3347 hartree. For the strongest force on any atom, the calculation gives 2.31 eV/Å. The value obtained for the HOMO-LUMO gap is 10.110 eV. As for the SMILES: CCC/N=C\N. For the lowest unoccupied orbital energy, the calculation gives 1.00 eV. The energy relative to the best compared isomer or geometry (same formula, charge and spin) comes out at 1.172 eV. As for the total charge: 0.


A cluster of 2 separate species, C4H10N2 in total at a distorted geometry, computed with ωB97M-V with the def2-TZVPD basis set.

Geometry as XYZ:
```
16
Properties=species:S:1:pos:R:3:mulliken_charge:R:1
H 0.37 3.01 0.56 0.237
N 0.86 2.39 -0.08 -0.606
C 2.06 2.37 0.35 0.071
N 3.05 1.59 -0.23 -0.486
H 2.42 3.04 1.14 0.280
H 2.60 0.76 -0.60 0.267
H 3.88 1.42 0.30 0.242
C -1.82 -0.78 0.86 -0.795
C -1.78 -1.10 -0.45 0.017
C -1.50 -2.53 -0.82 -0.858
H -1.71 0.20 1.31 0.268
H -2.32 -1.49 1.51 0.247
H -1.79 -0.27 -1.16 0.331
H -2.28 -2.87 -1.51 0.261
H -1.50 -3.11 0.10 0.287
H -0.52 -2.62 -1.28 0.237
```

As for the HOMO energy: -0.3295 hartree. For the strongest force on any atom, the calculation gives 1.92 eV/Å. The value obtained for the HOMO-LUMO gap is 9.932 eV. As for the SMILES: [H]/N=C/N.C=CC. For the lowest unoccupied orbital energy, the calculation gives 0.97 eV. The energy relative to the best compared isomer or geometry (same formula, charge and spin) comes out at 1.829 eV. As for the total charge: 0.


A cluster of 2 separate species, C4H10N2 in total at a distorted geometry, computed with ωB97M-V with the def2-TZVPD basis set.

Geometry as XYZ:
```
16
Properties=species:S:1:pos:R:3:mulliken_charge:R:1
H -3.05 -2.06 0.98 0.249
N -2.76 -1.46 0.23 -0.722
C -2.14 -0.44 0.67 0.148
N -2.03 0.72 -0.04 -0.445
H -1.76 -0.42 1.70 0.345
H -2.70 0.85 -0.78 0.221
H -1.62 1.57 0.28 0.213
C 2.13 1.24 0.41 -0.726
C 1.45 0.54 -0.50 0.006
C 1.69 -0.92 -0.80 -0.934
H 1.74 2.18 0.77 0.243
H 3.17 0.99 0.64 0.259
H 0.59 0.99 -0.98 0.337
H 2.10 -1.04 -1.80 0.264
H 2.43 -1.27 -0.09 0.312
H 0.75 -1.46 -0.69 0.230
```

As for the HOMO energy: -0.3354 hartree. For the strongest force on any atom, the calculation gives 1.47 eV/Å. The value obtained for the HOMO-LUMO gap is 10.092 eV. As for the SMILES: [H]/N=C/N.C=CC. For the lowest unoccupied orbital energy, the calculation gives 0.97 eV. The energy relative to the best compared isomer or geometry (same formula, charge and spin) comes out at 1.594 eV. As for the total charge: 0.


A cluster of 2 separate species, C4H10N2 in total at a distorted geometry, computed with ωB97M-V with the def2-TZVPD basis set.

Geometry as XYZ:
```
16
Properties=species:S:1:pos:R:3:mulliken_charge:R:1
C -1.42 1.42 -1.44 -0.834
C -1.07 0.15 -1.25 0.299
N -1.07 -0.82 -2.25 -0.433
H -1.86 1.74 -2.38 0.218
H -1.47 2.15 -0.66 0.265
H -0.34 0.03 -0.45 0.112
H -1.36 -0.52 -3.16 0.190
H -1.33 -1.75 -1.98 0.208
C 1.94 0.84 1.67 -0.722
C 0.99 -0.03 2.00 0.009
N 0.76 -1.29 1.50 -0.439
H 2.55 0.76 0.77 0.220
H 2.09 1.73 2.25 0.235
H 0.32 0.26 2.79 0.240
H 1.09 -1.57 0.59 0.223
H -0.05 -1.76 1.87 0.208
```

As for the HOMO energy: -0.2993 hartree. For the strongest force on any atom, the calculation gives 2.10 eV/Å. The value obtained for the HOMO-LUMO gap is 9.114 eV. As for the SMILES: C=CN.C=CN. For the lowest unoccupied orbital energy, the calculation gives 0.97 eV. The energy relative to the best compared isomer or geometry (same formula, charge and spin) comes out at 2.029 eV. As for the total charge: 0.


An isolated molecule of C4H10N2 at a distorted geometry, computed with ωB97M-V with the def2-TZVPD basis set.

Geometry as XYZ:
```
16
Properties=species:S:1:pos:R:3:mulliken_charge:R:1
H -3.12 0.04 1.24 0.225
N -2.97 0.17 0.24 -0.713
C -1.95 0.68 -0.29 0.063
N -0.86 -0.01 -0.84 -0.281
C 0.44 0.59 -0.92 -0.840
C 1.40 0.22 0.24 -0.187
C 1.30 -1.20 0.67 -1.084
H -1.63 1.66 -0.01 0.351
H -1.04 -1.05 -1.22 0.336
H 0.31 1.68 -0.82 0.338
H 0.88 0.48 -1.95 0.381
H 2.47 0.67 0.06 0.295
H 1.10 0.86 1.06 0.231
H 1.82 -1.96 0.10 0.299
H 1.66 -1.36 1.74 0.310
H 0.21 -1.46 0.73 0.274
```

As for the HOMO energy: -0.2977 hartree. For the strongest force on any atom, the calculation gives 3.93 eV/Å. The value obtained for the HOMO-LUMO gap is 9.081 eV. As for the SMILES: [H]/N=C/NCCC. For the lowest unoccupied orbital energy, the calculation gives 0.98 eV. The energy relative to the best compared isomer or geometry (same formula, charge and spin) comes out at 2.646 eV. As for the total charge: 0.


A cluster of 2 separate species, C4H10N2 in total at a distorted geometry, computed with ωB97M-V with the def2-TZVPD basis set.

Geometry as XYZ:
```
16
Properties=species:S:1:pos:R:3:mulliken_charge:R:1
C 0.32 2.22 -2.01 -0.709
C 1.24 2.34 -1.03 0.015
N 1.62 3.41 -0.24 -0.402
H 0.16 2.80 -2.90 0.284
H -0.22 1.29 -1.94 0.204
H 1.58 1.40 -0.61 0.216
H 1.13 4.23 0.02 0.197
H 2.59 3.42 0.04 0.195
C -0.03 -2.88 0.43 -0.789
C -0.98 -2.17 1.06 0.094
N -2.18 -2.76 1.48 -0.494
H -0.31 -3.93 0.52 0.208
H 0.94 -2.55 0.12 0.284
H -0.95 -1.09 1.21 0.267
H -2.08 -3.61 2.01 0.204
H -2.86 -2.10 1.83 0.225
```

As for the HOMO energy: -0.2935 hartree. For the strongest force on any atom, the calculation gives 2.07 eV/Å. The value obtained for the HOMO-LUMO gap is 8.992 eV. As for the SMILES: C=CN.C=CN. For the lowest unoccupied orbital energy, the calculation gives 1.01 eV. The energy relative to the best compared isomer or geometry (same formula, charge and spin) comes out at 2.930 eV. As for the total charge: 0.


A cluster of 2 separate species, C4H10N2 in total at a distorted geometry, computed with ωB97M-V with the def2-TZVPD basis set.

Geometry as XYZ:
```
16
Properties=species:S:1:pos:R:3:mulliken_charge:R:1
C -0.46 -0.01 0.02 1.208
C -0.20 1.37 -0.43 -1.433
C -1.96 -0.16 0.63 -1.166
C 2.61 -0.43 0.25 -0.781
N -0.20 -1.06 -0.91 -0.405
N 0.40 -1.17 0.33 -0.578
H -0.97 1.56 -1.14 0.316
H 0.76 1.57 -0.88 0.330
H -0.21 2.16 0.25 0.399
H -2.22 -1.36 1.00 0.241
H -2.62 0.05 -0.23 0.364
H -2.15 0.59 1.42 0.346
H 3.11 -1.34 -0.16 0.224
H 2.59 0.38 -0.44 0.291
H 2.42 -0.41 1.25 0.367
H -0.89 -1.76 -0.95 0.278
```

As for the HOMO energy (spin up / spin down): -0.2951 / -0.3103 hartree. For the strongest force on any atom, the calculation gives 3.92 eV/Å. The value obtained for the HOMO-LUMO gap (spin up / spin down) is 8.665 / 9.185 eV. For the lowest unoccupied orbital energy (spin up / spin down), the calculation gives 0.64 / 0.74 eV. The energy relative to the best compared isomer or geometry (same formula, charge and spin) comes out at 6.089 eV. As for the total charge: 0.


An isolated molecule of C4H10N2 at a distorted geometry, computed with ωB97M-V with the def2-TZVPD basis set.

Geometry as XYZ:
```
16
Properties=species:S:1:pos:R:3:mulliken_charge:R:1
C -2.72 -0.18 0.10 -0.337
N -1.67 -0.12 -0.61 -0.504
N -0.58 -0.78 -0.15 -0.065
C 0.65 -0.08 -0.48 0.400
C 1.77 -0.97 0.01 -1.142
C 0.70 1.40 0.03 -1.226
H -2.74 -0.49 1.19 0.173
H -3.66 0.22 -0.27 0.255
H -0.69 -0.86 0.86 0.348
H 0.67 -0.04 -1.56 0.229
H 1.60 -1.17 1.12 0.277
H 2.79 -0.44 -0.08 0.313
H 1.82 -1.92 -0.59 0.310
H -0.17 1.96 -0.48 0.333
H 0.61 1.60 1.14 0.281
H 1.64 1.87 -0.24 0.356
```

As for the HOMO energy: -0.3264 hartree. For the strongest force on any atom, the calculation gives 1.86 eV/Å. The value obtained for the HOMO-LUMO gap is 10.007 eV. As for the SMILES: C=NNC(C)C. For the lowest unoccupied orbital energy, the calculation gives 1.13 eV. The energy relative to the best compared isomer or geometry (same formula, charge and spin) comes out at 1.914 eV. As for the total charge: 0.


Listing total energy for the structures above in their given order: -267.88225; -267.85813; -267.86674; -267.85075; -267.82809; -267.81766; -267.70155; -267.85499 Ha.